(1)
DFT (the ωB97M-V functional and the def2-TZVPD basis) results for a molecular structure, C38H40Br4CaCl3O6Sb in a non-equilibrium geometry.

Structure (XYZ):
```
93
Properties=species:S:1:pos:R:3:forces:R:3:mulliken_charge:R:1
Ca -11.8780 8.0620 16.0675 -0.63 -0.03 0.01 1.888
Cl -12.7430 3.6657 22.4980 -0.20 -0.34 0.24 -0.272
C -12.8941 4.5403 21.0096 0.19 -0.07 -0.64 0.258
C -11.8109 5.2257 20.5592 2.67 1.02 0.63 -0.299
C -11.7793 5.9276 19.3678 -2.43 0.41 -0.54 0.286
Cl -10.6624 7.1219 18.8165 1.25 -0.20 0.61 -0.223
C -12.9712 6.0212 18.5961 -1.39 -0.35 -2.88 -0.271
O -13.0285 6.6674 17.4290 -0.10 -1.36 3.31 -0.603
C -14.1524 5.2509 19.0860 3.32 1.96 0.32 0.195
Cl -15.6089 5.7744 18.4368 -1.43 -0.36 -0.72 -0.192
C -14.0434 4.5341 20.2539 -0.93 -1.16 -0.15 -0.382
H -10.9187 5.2372 21.1970 -0.25 0.05 -0.28 0.324
H -14.7881 3.7957 20.5185 -0.60 0.47 0.24 0.319
Br -7.4019 9.5156 10.7581 0.04 -0.21 0.49 -0.251
C -8.0499 8.5754 12.3164 1.14 -1.48 -1.12 0.262
C -8.1383 7.1486 12.2809 1.23 2.41 -0.54 0.076
Br -7.0636 6.1693 11.0646 -0.06 0.02 -0.28 -0.238
C -8.8042 6.4856 13.2726 -2.04 2.36 1.29 -0.472
Br -8.8063 4.6968 13.5161 -0.07 -2.07 0.11 -0.126
C -9.7086 7.2496 14.0988 1.32 1.18 0.46 0.735
O -10.6568 6.7321 14.7940 0.62 -0.08 -0.31 -1.127
C -9.3806 8.7360 14.3241 -1.03 -2.27 -1.70 0.075
O -10.1626 9.3383 15.1652 0.77 0.25 0.34 -0.639
C -8.4612 9.3174 13.4149 -1.86 -1.27 1.27 -0.219
Br -8.0437 11.0792 13.7901 0.26 1.04 -0.25 -0.185
O -12.1936 10.4650 16.3348 0.09 1.15 -0.88 -0.671
C -13.4156 11.0384 15.6988 2.01 -0.13 -1.11 3.023
C -13.9911 9.9774 14.6226 1.02 -0.98 2.89 0.094
O -14.5674 10.4262 13.6653 -0.75 0.11 -1.31 -0.691
O -13.8333 8.7745 15.0544 -0.15 0.95 -1.14 -1.018
C -13.0031 12.3608 14.9492 -0.92 -0.04 2.45 -0.021
C -13.2704 13.6256 15.5148 -1.42 0.32 -0.82 -0.472
C -12.8848 14.7929 14.8331 -0.10 -0.09 1.20 -0.548
C -12.2943 14.7248 13.5890 -0.01 2.02 0.92 -0.477
C -12.0533 13.4775 13.0975 1.62 0.70 -2.57 -0.783
C -12.2938 12.3400 13.7699 -0.04 -1.78 0.36 -0.179
C -14.4593 11.1852 16.7637 -0.76 0.97 0.21 -0.804
C -14.2532 11.0038 18.1267 1.91 0.18 -0.80 -0.297
C -15.2704 11.1774 19.0073 -1.82 0.00 1.73 -0.716
C -16.5609 11.6030 18.6509 0.24 -0.23 -0.41 -0.289
C -16.8151 11.7803 17.2851 0.73 -0.59 0.67 -0.975
C -15.7366 11.5796 16.3853 -1.33 -0.16 1.16 -0.186
H -11.3450 10.6751 15.8128 -1.55 -0.44 0.56 0.457
H -14.0583 13.8267 16.2815 1.22 -0.82 -0.07 0.209
H -13.0188 15.7331 15.3889 -0.11 -0.24 -0.63 0.345
H -11.9811 15.6955 13.1453 -0.22 -1.09 -0.16 0.321
H -11.5602 13.3582 12.1275 -0.07 0.21 0.26 0.336
H -11.8900 11.4350 13.3260 -0.44 -0.22 0.21 0.449
H -13.2173 10.8572 18.4568 -0.59 -0.48 0.01 0.354
H -15.1763 10.8698 20.0491 0.50 0.39 -0.08 0.341
H -17.3306 11.7492 19.4386 0.54 -0.25 -0.75 0.340
H -17.8627 11.9057 16.9831 0.66 0.37 -0.32 0.325
H -15.9564 11.6692 15.3687 -0.17 0.17 -1.60 0.632
C -17.1478 7.3843 8.6007 0.68 -0.65 -1.19 -1.373
C -16.8692 5.8671 8.9226 -0.79 0.16 2.29 1.127
C -15.4280 5.3651 9.0409 1.87 1.82 -0.60 -1.200
C -17.7878 5.0419 8.0367 1.31 -0.04 -0.93 -1.827
Sb -17.6741 5.4875 10.9705 -2.00 0.96 0.32 0.353
C -16.6623 6.8653 12.4666 -0.19 -0.39 -1.66 1.794
C -15.2261 7.2076 12.0203 -1.90 -0.44 -0.89 -1.436
C -16.7641 6.2165 13.8154 0.93 -0.57 1.79 -1.637
C -17.4856 8.1639 12.4343 -1.13 0.32 -2.75 -1.281
C -17.7871 3.2835 11.6907 0.67 0.74 -0.99 1.395
C -17.8823 2.2792 10.5817 -0.02 0.29 -2.02 -1.828
C -19.1656 3.4166 12.2311 -1.76 0.09 1.06 -1.735
C -16.7298 2.8340 12.7023 1.10 1.31 -1.41 -1.514
H -16.7799 7.5557 7.5325 -0.17 -0.01 1.18 0.413
H -16.6366 8.1117 9.2738 -0.50 -0.59 -0.46 0.302
H -18.2485 7.5766 8.5174 0.89 -0.16 0.54 0.304
H -15.1268 4.8736 8.0906 0.29 0.41 0.35 0.422
H -15.1741 4.6740 9.8605 -0.58 -0.04 -0.36 0.190
H -14.7125 6.2673 9.3005 -1.28 -1.66 -0.91 0.254
H -17.4480 5.2718 7.0111 -0.39 -0.16 -0.12 0.526
H -18.8363 5.2814 8.1282 -0.28 0.24 0.15 0.374
H -17.6690 3.9669 8.1505 0.07 -0.12 0.21 0.377
H -14.7001 6.2815 11.9255 0.93 -0.33 0.03 0.397
H -14.8979 7.8327 12.8007 1.31 0.92 0.77 0.262
H -15.2498 7.7527 11.0358 0.17 -0.52 1.02 0.122
H -16.0643 5.3149 14.0032 -1.21 1.37 -0.49 0.166
H -17.8061 5.9819 14.1577 0.74 -0.05 -0.61 0.255
H -16.4295 7.0068 14.5261 0.04 -0.54 -0.09 0.442
H -17.6564 8.5747 13.4401 0.21 0.11 -0.44 0.433
H -18.5182 7.9835 11.8939 1.64 0.41 1.32 0.193
H -16.9350 8.8894 11.7088 -1.01 -0.82 1.67 0.231
H -18.5687 2.6706 9.7487 0.53 -1.02 1.26 0.311
H -18.1369 1.2943 11.0026 -0.68 0.22 -0.20 0.523
H -16.9409 2.0611 10.0793 0.39 0.33 -0.06 0.385
H -19.6118 2.5156 12.6202 0.29 -1.24 0.11 0.466
H -19.9911 3.7812 11.5877 0.97 0.15 -0.17 0.281
H -19.1824 4.0265 13.1110 0.02 0.89 0.52 0.391
H -15.7631 3.3879 12.5438 -0.96 -0.14 0.52 0.234
H -16.4113 1.8471 12.4157 -0.26 -0.93 0.59 0.517
H -17.0960 2.9643 13.6996 0.18 -0.25 0.71 0.369
```
Positions in Å, forces in eV/Å.

As for the total charge: -2. The calculation puts the LUMO energy at 0.1338 hartree. Its energy above the lowest of the compared OMol25 structures with the same formula, charge and spin is 6.7 kcal per mole. For the molar mass, the calculation gives 1180.54 Da. The strongest force on any atom comes out at 3.9 eV/Å. As for the gap between HOMO and LUMO: 5.21 eV. Its highest occupied orbital energy is -1.57 eV. The value obtained for the total energy is -14518.03930 Ha.

***

(2)
DFT (the ωB97M-V functional and the def2-TZVPD basis) results for a molecular structure, C38H40ClN6PSr in a non-equilibrium geometry.

Structure (XYZ):
```
87
Properties=species:S:1:pos:R:3:forces:R:3:mulliken_charge:R:1
Sr -0.3337 0.2794 0.8860 -0.39 1.42 -2.37 2.110
C 1.8371 -0.9864 3.0637 -0.29 0.05 -0.03 -1.542
N 0.6831 -0.0512 3.0345 0.31 -0.47 1.30 0.834
C 1.0339 1.1924 3.7657 -0.23 -0.03 -0.27 -1.540
C 0.3144 2.4443 3.2817 0.18 -0.27 -0.16 0.795
C -0.0195 3.4384 4.1838 -0.03 0.06 0.07 -0.882
C -0.4830 4.6535 3.7020 -0.03 0.08 0.09 -0.533
C -0.5959 4.8335 2.3340 -0.03 0.09 0.03 -0.798
C -0.2758 3.7768 1.5040 0.01 -0.26 -0.02 -0.339
N 0.1607 2.5927 1.9528 0.11 0.25 0.44 0.309
C -0.5501 -0.6512 3.6527 0.24 -0.24 -0.19 -1.049
C -1.2523 -1.7868 2.8843 0.00 0.40 -0.12 1.201
C -1.4813 -3.0066 3.4914 -0.02 -0.09 0.01 -0.721
C -2.2204 -3.9689 2.8131 -0.01 -0.08 0.07 -0.658
C -2.7144 -3.6869 1.5502 -0.01 -0.07 0.03 -0.801
C -2.4358 -2.4488 1.0029 0.19 0.29 0.27 -0.866
N -1.7261 -1.5118 1.6483 -0.67 -1.09 0.67 0.064
C 1.6489 -2.2102 2.1962 -0.10 0.39 -0.12 0.669
C 2.0741 -3.4447 2.6447 0.06 -0.09 0.01 -1.149
C 1.9666 -4.5382 1.7994 0.05 -0.10 0.05 -0.714
C 1.4209 -4.3525 0.5438 -0.03 -0.03 -0.08 -0.939
C 1.0045 -3.0826 0.1794 0.04 0.25 0.15 -0.344
N 1.1141 -2.0068 0.9763 0.29 -0.53 0.20 0.897
H 2.0683 -1.2882 4.0902 -0.01 -0.02 0.05 0.306
H 2.7064 -0.4468 2.6828 0.01 0.09 0.03 0.461
H 2.0979 1.3777 3.6145 0.05 -0.04 -0.02 0.512
H 0.8892 1.0659 4.8413 -0.03 0.01 0.07 0.429
H 0.1065 3.2720 5.2462 0.00 0.02 -0.03 0.469
H -0.7393 5.4537 4.3867 0.02 -0.05 -0.04 0.457
H -0.9288 5.7717 1.9115 0.01 -0.02 0.02 0.490
H -0.3736 3.8756 0.4294 0.01 -0.04 0.01 0.099
H -1.2807 0.1536 3.7330 0.07 0.09 0.01 0.115
H -0.3233 -0.9941 4.6652 0.05 -0.11 0.03 0.486
H -1.0890 -3.2026 4.4816 -0.03 -0.01 -0.04 0.536
H -2.4139 -4.9305 3.2736 0.02 0.05 -0.02 0.469
H -3.3038 -4.4081 0.9989 0.04 0.03 0.04 0.505
H -2.8018 -2.1849 0.0154 0.05 0.01 0.03 0.486
H 2.4896 -3.5469 3.6392 0.00 0.00 -0.03 0.535
H 2.3031 -5.5169 2.1196 -0.02 0.04 -0.01 0.445
H 1.3159 -5.1725 -0.1554 0.00 0.06 0.04 0.564
H 0.5687 -2.9219 -0.7962 -0.02 0.05 -0.05 0.427
N -3.0846 1.1662 2.7826 -0.06 -0.01 -0.12 -0.302
C -4.0843 1.4995 1.7482 0.12 -0.15 0.17 -0.836
C -3.4878 2.4616 0.7520 0.19 0.04 -0.10 -0.554
N -2.5201 1.7830 -0.1384 0.07 -0.07 0.06 -0.169
H -3.4514 0.4235 3.3703 -0.04 -0.01 -0.03 0.301
H -2.9773 1.9656 3.4007 0.01 0.06 -0.02 0.209
H -4.9946 1.9303 2.1659 -0.06 0.04 0.06 0.426
H -4.3739 0.5738 1.2456 -0.01 -0.03 -0.02 0.309
H -2.9512 3.2341 1.3056 0.02 0.08 -0.04 0.162
H -4.2720 2.9624 0.1850 -0.11 -0.02 -0.05 0.475
H -2.1164 2.4769 -0.7619 0.09 -0.01 -0.07 -0.031
H -3.0423 1.1624 -0.7520 -0.02 0.00 -0.04 0.223
Cl -0.1391 3.4316 -2.2644 -0.01 -0.34 0.05 -0.251
C -0.6402 2.4088 -3.6081 0.01 0.23 0.14 0.733
C -1.3027 3.0614 -4.6301 -0.07 0.02 -0.12 -0.722
C -1.6905 2.3493 -5.7556 0.00 0.04 0.00 -0.521
C -1.3910 1.0007 -5.8434 0.05 -0.06 0.08 -0.930
C -0.7151 0.3673 -4.8057 -0.07 -0.08 -0.17 -0.254
C -0.3329 1.0479 -3.6512 0.14 0.06 0.08 -0.480
P 0.5635 0.2329 -2.2606 -0.08 0.15 -0.23 1.510
C 2.1888 1.0452 -2.3104 0.11 -0.11 0.14 0.035
C 2.9215 1.1105 -1.1260 0.08 0.04 -0.01 -0.115
C 4.1849 1.6870 -1.0980 -0.07 -0.03 -0.03 -0.682
C 4.7212 2.2113 -2.2650 -0.01 0.01 -0.07 -0.521
C 3.9990 2.1514 -3.4526 0.01 0.00 0.05 -0.788
C 2.7397 1.5679 -3.4764 0.06 0.05 -0.09 -0.047
C 0.8828 -1.4542 -2.8895 -0.21 -0.06 -0.06 0.363
C 2.1609 -1.9477 -3.1216 0.07 -0.06 0.00 -0.573
C 2.3431 -3.2743 -3.5081 0.00 0.04 0.02 -0.751
C 1.2531 -4.1140 -3.6822 -0.01 0.04 0.00 -0.673
C -0.0331 -3.6292 -3.4592 0.06 0.04 0.02 -0.762
C -0.2109 -2.3148 -3.0538 -0.04 -0.02 0.06 -0.691
H -1.4989 4.1225 -4.5470 0.01 -0.04 -0.01 0.502
H -2.2071 2.8563 -6.5617 0.03 -0.04 0.06 0.408
H -1.6702 0.4365 -6.7242 0.03 0.01 0.04 0.444
H -0.4683 -0.6796 -4.9150 0.00 0.01 0.01 0.441
H 2.5176 0.6924 -0.2079 -0.04 -0.04 0.02 0.181
H 4.7485 1.7281 -0.1738 -0.03 0.00 -0.03 0.453
H 5.7031 2.6678 -2.2502 -0.04 -0.02 -0.02 0.412
H 4.4207 2.5598 -4.3627 -0.02 -0.02 0.04 0.435
H 2.1854 1.5239 -4.4076 0.02 0.00 0.03 0.494
H 3.0246 -1.3062 -3.0004 -0.01 0.01 -0.01 0.444
H 3.3451 -3.6460 -3.6845 -0.04 0.03 0.00 0.453
H 1.4008 -5.1389 -4.0012 -0.01 0.05 0.02 0.430
H -0.8909 -4.2757 -3.6040 0.03 0.05 0.01 0.467
H -1.2189 -1.9533 -2.8698 0.02 0.03 -0.02 0.543
```
Positions in Å, forces in eV/Å.

As for the total charge: +2. The calculation puts the LUMO energy at -0.1833 hartree. Its energy above the lowest of the compared OMol25 structures with the same formula, charge and spin is 28.4 kcal per mole. For the molar mass, the calculation gives 734.83 Da. The strongest force on any atom comes out at 2.8 eV/Å. As for the gap between HOMO and LUMO: 8.20 eV. Its highest occupied orbital energy is -13.19 eV. The value obtained for the total energy is -2632.52158 Ha.

***

Q: Among the records above, which one has the highest LUMO?
A: C38H40Br4CaCl3O6Sb